The following is a quantum chemistry calculation of a structure of composition C34H40Cl4IrO4Se, from the Open Molecules 2025 dataset.

```
! RIJCOSX wB97M-V def2-TZVPD def2/J DEFGRID3
* xyz -1 5
Ir 0.3966 1.8802 -1.8806
C -1.3157 -6.0160 -1.8212
C -0.3276 -5.1984 -0.9803
C 1.0328 -5.9021 -1.0895
C -0.8004 -5.2170 0.4792
C -0.1790 -3.7569 -1.4504
C 0.7590 -2.9220 -0.8479
C 0.9425 -1.6346 -1.3035
Se 2.4390 -0.5321 -0.7076
C 2.0480 0.3696 0.9767
C 2.2960 -0.2472 2.1877
C 2.2307 0.4800 3.3685
C 1.8850 1.8318 3.2802
C 1.6135 2.4792 2.0956
C 1.7536 1.7517 0.8759
O 1.7131 2.3244 -0.2810
C 1.1967 3.9435 2.0419
C 2.2631 4.7348 1.2703
C -0.1559 4.0378 1.3216
C 1.0221 4.5815 3.4260
C 2.5682 -0.1001 4.7345
C 2.8649 -1.6002 4.6903
C 1.3998 0.1247 5.7050
C 3.8295 0.5984 5.2676
C 0.2301 -1.1175 -2.4153
O 0.5549 0.0318 -2.9090
C -0.7671 -1.9540 -2.9956
C -0.9269 -3.2358 -2.5058
C -1.6033 -1.4102 -4.1471
C -0.6703 -1.0638 -5.3173
C -2.6678 -2.3948 -4.6476
C -2.3273 -0.1412 -3.6745
H -1.3919 -7.0215 -1.4055
H -0.9675 -6.1017 -2.8484
H -2.3100 -5.5783 -1.8184
H 0.9209 -6.9603 -0.8587
H 1.7599 -5.4813 -0.4037
H 1.4254 -5.8032 -2.0990
H -0.9311 -6.2402 0.8255
H -1.7521 -4.7001 0.5826
H -0.0773 -4.7353 1.1306
H 1.3683 -3.2705 -0.0264
H 2.5579 -1.2949 2.1853
H 1.8385 2.4069 4.1908
H 2.4017 4.3026 0.2846
H 3.2143 4.7045 1.8002
H 1.9575 5.7727 1.1527
H -0.0708 3.6951 0.2937
H -0.5107 5.0673 1.3088
H -0.8963 3.4148 1.8214
H 1.9629 4.6302 3.9710
H 0.2845 4.0421 4.0181
H 0.6657 5.6030 3.2999
H 2.0075 -2.1656 4.3359
H 3.1039 -1.9486 5.6936
H 3.7198 -1.8094 4.0521
H 0.5185 -0.4156 5.3682
H 1.1439 1.1766 5.7840
H 1.6591 -0.2309 6.7002
H 4.6580 0.4495 4.5779
H 4.1017 0.1843 6.2379
H 3.6758 1.6676 5.3774
H -1.6622 -3.8647 -2.9766
H -0.1960 -1.9629 -5.7090
H 0.1041 -0.3816 -4.9814
H -1.2302 -0.5815 -6.1161
H -2.2173 -3.2846 -5.0840
H -3.2575 -1.9100 -5.4247
H -3.3454 -2.6845 -3.8461
H -1.6114 0.6461 -3.4502
H -2.9022 -0.3400 -2.7713
H -3.0001 0.2246 -4.4488
Cl -5.1382 6.0273 -3.1045
C -4.1093 4.8052 -2.4716
C -4.5955 3.9324 -1.5021
Cl -6.2177 4.0909 -0.9531
C -3.7744 2.9409 -0.9862
Cl -4.3855 1.8694 0.2167
C -2.4465 2.7820 -1.4167
O -1.6727 1.8727 -0.9524
C -1.9368 3.6966 -2.4295
O -0.7275 3.5673 -2.8333
C -2.8018 4.6882 -2.9212
Cl -2.2116 5.7807 -4.1172
*
```

Values from the calculation:
strongest force on any atom	0.039	Eh/bohr
relative energy (zero: lowest compared OMol25 entry of this formula, charge and spin)	90.5	kJ/mol
LUMO (alpha / beta)	2.20 / 0.02	eV
frontier orbital gap (alpha / beta)	0.2540 / 0.1801	hartree
expectation value of S²	6.03